A single CH2N2S3 molecule in a non-equilibrium geometry, computed with ωB97M-V with the def2-TZVPD basis set.

The geometry in XYZ format:
```
8
Properties=species:S:1:pos:R:3:mulliken_charge:R:1
C -0.6268 -1.1098 -0.0439 0.088
N -0.9867 0.0638 0.2550 -0.148
N -0.6606 1.2308 -0.0541 -0.342
S 0.9470 -1.6064 -0.5928 -0.087
S 1.3731 1.4851 -0.6943 -0.075
S 1.9469 -0.1030 0.5207 -0.103
H -1.4441 -1.8435 -0.0784 0.336
H -0.5488 1.8831 0.6878 0.331
```

Calculated values
Spin multiplicity   1
Frontier orbital gap   8.1 eV
Total energy   -1343.28625 Eh
Energy above the lowest of the compared OMol25 structures with the same formula, charge and spin   75.3 kJ/mol

C17H19F3N2O4S2 as an isolated structure in a non-equilibrium geometry, computed with ωB97M-V with the def2-TZVPD basis set.

The geometry in XYZ format:
```
47
Properties=species:S:1:pos:R:3:mulliken_charge:R:1
C -0.8262 -2.6705 0.1181 -0.363
N -1.9970 -3.2762 -0.4673 -0.658
S 1.6672 -0.2528 -2.0285 -0.183
C 0.1623 0.3405 -3.0244 0.728
F -0.5588 -0.7510 -3.2971 -0.149
F -0.5973 1.2239 -2.3422 -0.165
F 0.6287 0.9117 -4.1876 -0.236
S -3.1999 -2.3977 -1.0058 1.293
C -3.1321 -0.6468 -0.5318 0.076
C -3.1310 -0.2555 0.8097 -0.560
C -3.3598 1.0839 1.0990 -0.629
C -3.5873 1.9971 0.0640 -0.523
C -3.5745 1.5992 -1.2718 -0.571
C -3.3634 0.2556 -1.5710 -0.495
O -3.1755 -2.4183 -2.4544 -0.700
O -4.4168 -2.7335 -0.2839 -0.726
H -0.0996 -3.4906 0.0625 0.363
H -0.3986 -1.8014 -0.3730 -0.068
H -0.9147 -2.5327 1.2002 0.137
H -3.0147 -1.0153 1.5918 0.458
H -3.3637 1.3941 2.1386 0.570
H -3.7604 3.0374 0.3036 0.424
H -3.7345 2.2956 -2.0851 0.438
H -3.3881 -0.1125 -2.5905 0.593
C 5.9217 -0.3796 -0.6829 -1.163
C 5.0362 -0.9526 0.3791 -0.207
O 3.7649 -0.5399 -0.2170 -0.173
C 2.6054 -0.7669 0.4125 0.024
C 1.5658 0.0978 -0.3035 0.117
N 0.5752 0.6338 0.6893 0.650
C 0.2580 0.0154 1.8890 0.081
C -0.2994 0.7551 2.9253 -1.132
C -0.4873 2.1306 2.8400 -0.246
C -0.1372 2.7275 1.6336 -0.711
C 0.4035 1.9963 0.6098 0.207
O 2.4259 -1.4911 1.3704 -0.549
H 6.9552 -0.5852 -0.4706 0.442
H 5.6348 -0.7746 -1.6608 0.297
H 5.8164 0.7034 -0.7484 0.292
H 5.0159 -2.0423 0.4145 0.293
H 5.1375 -0.4698 1.3534 0.299
H 1.7804 1.0656 -0.7947 0.046
H 0.4870 -1.0357 2.0026 0.689
H -0.6456 0.2415 3.7984 0.433
H -0.9730 2.7170 3.6020 0.441
H -0.3360 3.7589 1.4521 0.458
H 0.6304 2.4106 -0.3670 0.357
```

Calculated values
Spin multiplicity   1
Frontier orbital gap   3.7 eV
Total energy   -2165.38997 Eh
Energy above the lowest of the compared OMol25 structures with the same formula, charge and spin   368.9 kJ/mol

A 2-piece molecular cluster, C7H13F overall in a non-equilibrium geometry, computed with ωB97M-V with the def2-TZVPD basis set.

The geometry in XYZ format:
```
21
Properties=species:S:1:pos:R:3:mulliken_charge:R:1
C -0.0779 1.1794 0.7503 -0.721
C -0.3803 1.8604 -0.3358 0.671
C -1.2084 3.1598 -0.4299 -0.911
C -0.5608 -1.4407 -0.8823 -1.054
C 1.8912 -1.1188 -0.3048 -1.359
C 0.2223 -1.9292 1.5037 -1.375
C 0.4480 -1.2161 0.2056 1.044
F -0.2581 1.3477 -1.6088 -0.267
H -0.4203 1.5030 1.7618 0.224
H -0.4953 3.9162 -0.8945 0.246
H -1.5185 3.3514 0.6434 0.293
H -2.0500 2.8992 -1.1127 0.262
H -0.7281 -2.3939 -1.4622 0.338
H -1.5208 -0.9764 -0.4434 0.299
H -0.2934 -0.6421 -1.6375 0.241
H 2.1919 -2.1016 -0.6193 0.431
H 1.9688 -0.3456 -1.1887 0.260
H 2.4229 -0.7249 0.5494 0.365
H 0.9508 -1.7462 2.3662 0.309
H 0.2279 -2.9940 1.2916 0.407
H -0.8117 -1.5876 1.8478 0.296
```

Calculated values
Spin multiplicity   1
Frontier orbital gap (alpha / beta)   8.5 / 8.5 eV
Total energy   -374.20470 Eh
Energy above the lowest of the compared OMol25 structures with the same formula, charge and spin   406.6 kJ/mol

C6H12 as an isolated structure in a non-equilibrium geometry, computed with ωB97M-V with the def2-TZVPD basis set.

The geometry in XYZ format:
```
18
Properties=species:S:1:pos:R:3:mulliken_charge:R:1
C 0.3582 0.1665 1.7090 -1.087
C 0.4184 -0.5087 -0.1745 -0.081
C 1.8119 -0.5357 -0.7504 -1.275
C -0.6097 0.5090 -0.5526 0.408
C -1.4509 0.0421 -1.6251 -1.056
C -1.3660 0.5701 0.7313 -0.879
H -0.2369 0.2347 2.6381 0.384
H 1.0385 -0.6748 1.9337 0.352
H 0.9618 1.0762 1.6364 0.291
H -0.0141 -1.5001 -0.0106 0.327
H 1.8417 -1.0665 -1.7092 0.347
H 2.1971 0.4772 -0.9130 0.300
H 2.4968 -1.0622 -0.0759 0.357
H -0.1253 1.4682 -0.7672 0.298
H -1.5653 0.5610 -2.5752 0.284
H -1.9538 -0.9168 -1.5254 0.300
H -1.9390 -0.3299 0.9635 0.336
H -1.8634 1.4899 1.0673 0.395
```

Calculated values
Spin multiplicity   1
Frontier orbital gap (alpha / beta)   7.3 / 8.3 eV
Total energy   -235.58134 Eh
Energy above the lowest of the compared OMol25 structures with the same formula, charge and spin   621.9 kJ/mol

- What is the energy above the lowest of the compared OMol25 structures with the same formula, charge and spin in the third record?
  406.6 kJ/mol

- Which formula does entry 1 have?
  CH2N2S3

- Number 4 is which compound?
  C6H12

- Which value of total energy does entry 4 give?
  -235.58134 Eh